The following is a DFT calculation (ωB97M-V with the def2-TZVPD basis set) of 12 unconnected molecules or ions with the total composition C35H88F6NO37S13 in a non-equilibrium geometry.

Multiplicity: 1
Strongest force on any atom, eV/Å: 6.0
Net charge: -1
HOMO, Eh: -0.3218
Relative energy (zero: lowest compared OMol25 entry of this formula, charge and spin), kJ/mol: 679.3

The geometry in XYZ format:
```
180
Properties=species:S:1:pos:R:3:forces:R:3
C 17.16931 9.91070 -9.60780 -0.5 0.4 -2.0
F 17.69266 8.91430 -10.45374 -1.0 1.2 2.2
F 16.75798 9.49284 -8.38306 1.1 -0.1 -1.6
F 18.12289 10.83985 -9.50460 -0.6 -0.7 0.4
S 15.56565 10.61051 -10.51439 -0.2 -2.0 0.7
O 14.80720 9.38070 -10.77243 1.4 1.5 -0.6
O 14.90496 11.46989 -9.52498 1.5 -0.3 -1.4
N 16.22888 11.32472 -11.93446 -0.7 -3.8 3.1
S 16.10036 12.82189 -11.67681 1.5 5.7 -0.7
O 14.75130 13.26641 -11.91515 -0.1 0.5 0.7
O 16.91618 13.45175 -10.58315 -1.8 -1.6 -2.3
C 16.96584 13.50220 -13.29569 -0.9 -0.6 1.7
F 18.20079 13.09809 -13.35843 1.6 -1.0 -0.3
F 16.33583 13.17066 -14.42780 -0.2 -0.1 0.1
F 17.01983 14.81520 -13.20654 -0.6 1.0 0.1
O 16.63913 15.59438 -5.32569 0.4 -3.5 -1.8
S 16.84106 14.31749 -6.07931 1.5 1.7 -0.2
O 18.25041 13.81844 -6.27171 -3.7 1.0 0.5
O 15.90313 13.19633 -5.38088 1.2 3.5 0.7
C 15.81979 11.95688 -5.94834 -1.3 -2.8 0.0
C 14.34498 11.57792 -6.13377 0.2 0.3 -0.4
C 16.00392 14.43862 -7.75794 0.9 -0.1 1.4
H 16.17613 11.24758 -5.20133 0.6 -0.1 -0.1
H 16.39154 11.82556 -6.86701 0.0 0.2 0.0
H 14.37410 10.65045 -6.70567 -0.5 -0.1 0.0
H 13.76873 12.33905 -6.65982 0.3 0.0 -0.5
H 13.79193 11.46074 -5.20183 0.4 -0.3 0.2
H 15.12289 15.06592 -7.62236 0.2 0.0 0.0
H 15.74440 13.43698 -8.10070 0.1 0.1 0.0
H 16.75905 14.86770 -8.41654 -0.2 0.0 0.0
O 19.57670 18.82630 -16.72397 -1.9 -1.1 2.1
S 18.77332 18.25275 -15.61799 0.2 0.2 -0.3
O 19.03692 18.67795 -14.24391 -0.8 -0.7 -2.3
O 17.09684 18.48465 -15.93680 3.5 -0.3 1.7
C 16.81134 18.25513 -17.27985 -2.5 1.0 -1.4
C 15.53986 19.10241 -17.48264 -0.3 0.5 -0.8
C 18.77863 16.39884 -15.74988 0.4 1.9 0.4
H 16.50745 17.23290 -17.50525 0.5 -0.4 0.2
H 17.61001 18.58872 -17.94238 0.0 -0.1 0.1
H 15.76216 20.16532 -17.38834 0.1 0.0 0.3
H 14.71562 18.86204 -16.81111 0.4 -0.2 0.5
H 15.05605 19.02076 -18.45598 0.4 -0.4 -0.4
H 18.16917 16.14939 -16.61846 0.2 -0.1 0.2
H 18.38285 16.07151 -14.78847 0.0 -0.2 -0.3
H 19.83450 16.16008 -15.87729 -0.2 -0.3 -0.1
O 21.82004 16.95354 -8.37578 -2.8 -0.8 -1.9
S 20.60056 16.90656 -9.23306 2.2 1.1 1.2
O 20.48092 17.97025 -10.22833 -0.2 -1.7 1.1
O 20.54556 15.41018 -9.88940 1.0 0.9 1.9
C 19.60751 15.13683 -10.90905 0.3 1.3 -2.5
C 20.23274 15.76182 -12.22475 -0.8 -0.2 0.3
C 19.11564 16.96404 -8.14999 1.2 -0.2 -1.4
H 18.64831 15.56656 -10.62029 -0.2 0.0 -0.3
H 19.46564 14.06525 -11.04939 0.3 0.0 0.5
H 19.80575 15.37468 -13.14989 -0.2 -0.3 0.2
H 21.30347 15.56259 -12.26884 0.0 -0.2 0.2
H 20.11913 16.84522 -12.26312 -0.1 -0.1 0.2
H 18.88710 15.93724 -7.86444 0.0 0.2 0.3
H 18.37011 17.39550 -8.81792 -0.2 0.0 0.4
H 19.43558 17.62688 -7.34600 -0.3 -0.2 0.0
O 21.94752 7.86418 -8.19631 0.0 0.2 0.3
S 22.25603 9.04271 -8.93945 0.1 1.0 -0.2
O 21.97046 9.04553 -10.36147 0.5 0.4 1.2
O 21.41113 10.26278 -8.20337 0.7 -2.4 -0.5
C 21.57163 11.54536 -8.77664 -0.1 1.3 0.8
C 20.76175 12.57268 -7.98940 -1.0 0.1 -0.2
C 24.03895 9.49551 -8.57278 -1.0 -0.1 -0.7
H 21.23730 11.53289 -9.81402 0.6 0.0 -0.1
H 22.59690 11.85573 -8.57521 0.3 -0.2 -0.9
H 19.81961 12.79991 -8.48823 0.1 0.2 -0.3
H 21.34014 13.49144 -7.89222 -0.2 0.0 0.0
H 20.39256 12.25957 -7.01280 0.6 -0.3 0.2
H 24.06303 10.06228 -7.64205 -0.1 -0.2 0.0
H 24.46659 10.07832 -9.38860 -0.4 0.1 0.0
H 24.60833 8.56706 -8.52939 -0.3 -0.1 0.2
O 13.78531 5.03217 -6.54622 1.9 0.3 -1.7
S 14.77700 5.64163 -7.44938 -0.2 -0.2 0.5
O 16.17717 5.16849 -7.52469 -2.9 0.9 0.0
O 14.18659 5.65498 -9.02744 1.2 -0.5 1.6
C 12.86281 5.22162 -9.30148 -1.5 -0.3 0.1
C 11.81886 6.16735 -8.66851 0.4 -0.1 0.3
C 14.68728 7.44422 -7.17578 -0.4 -0.8 -0.1
H 12.70610 4.15494 -9.14109 0.2 0.0 1.0
H 12.75628 5.21187 -10.38622 0.3 0.7 -0.2
H 11.85322 6.26971 -7.58387 0.8 -0.3 0.1
H 10.77336 5.87302 -8.76015 0.1 0.0 -1.0
H 12.05749 7.15135 -9.07211 -0.6 0.1 -0.2
H 13.88097 7.68002 -6.48124 0.0 -0.5 0.0
H 14.36331 7.73214 -8.17591 0.7 0.8 0.1
H 15.59869 7.83514 -6.72345 0.1 -0.1 -0.7
O 21.03450 13.36209 -15.68026 -1.0 -0.1 -1.2
S 20.47205 13.09078 -16.99902 0.3 1.5 0.7
O 20.38714 14.22280 -17.96267 0.0 -3.2 1.9
O 21.41864 11.93236 -17.61759 -0.8 1.4 -1.1
C 21.77359 10.81326 -16.83418 0.2 -2.3 0.8
C 22.19385 9.63988 -17.73601 0.0 0.6 -0.8
C 18.76755 12.25759 -16.82765 1.9 0.5 -0.3
H 20.91547 10.48132 -16.24977 -0.1 0.1 0.1
H 22.58413 10.97450 -16.12345 0.0 0.8 -0.1
H 21.34769 9.27245 -18.31661 0.0 0.0 0.1
H 22.65531 8.78848 -17.23575 -0.4 0.3 0.5
H 22.94449 9.97381 -18.45232 0.0 0.2 -0.1
H 18.75789 11.67863 -17.75113 -0.8 0.3 0.0
H 18.04740 13.06188 -16.67737 0.1 -0.1 -0.6
H 18.68894 11.58862 -15.97067 0.6 0.1 0.0
O 18.97354 6.89793 -16.78702 2.1 1.1 2.7
S 19.87685 7.02512 -15.62079 -1.9 -1.9 0.4
O 21.31167 7.20668 -15.80760 -1.6 0.0 0.3
O 19.30738 8.17941 -14.55516 -0.7 -1.1 -2.9
C 20.03103 8.49236 -13.40349 2.1 1.3 0.4
C 20.00224 10.03959 -13.25974 -0.8 -0.8 1.3
C 19.56090 5.52814 -14.47768 1.3 1.0 -0.9
H 21.08364 8.23945 -13.53059 0.2 -0.2 -0.2
H 19.72342 7.86973 -12.56338 -0.6 0.4 0.2
H 20.37561 10.56423 -14.13919 -0.1 -0.2 0.1
H 20.54660 10.36882 -12.37464 0.6 -0.3 -0.1
H 18.99989 10.35695 -12.97222 -0.3 0.1 -0.6
H 20.38737 5.59935 -13.77060 -0.1 -0.1 0.1
H 19.69612 4.61741 -15.06111 -0.1 0.2 -0.2
H 18.60839 5.53091 -13.94774 0.0 0.5 -0.4
O 10.68870 11.16136 -13.67627 1.3 2.4 0.3
S 11.09631 12.54696 -13.38774 0.0 -0.7 1.2
O 10.16491 13.61380 -13.59906 0.0 -0.3 -0.1
O 11.51945 12.70205 -11.82534 -0.7 -0.1 -0.2
C 12.17378 11.62405 -11.12310 -0.2 -1.5 0.3
C 11.18287 10.51645 -10.65441 -0.2 0.4 -0.8
C 12.64418 13.08561 -14.13621 -0.4 -0.5 -0.7
H 12.68736 11.96831 -10.22543 -0.1 0.8 -0.5
H 12.92239 11.25212 -11.82263 0.1 -0.4 0.3
H 11.50702 9.80935 -9.89084 0.8 0.2 -0.1
H 10.88343 9.94194 -11.53099 -0.3 0.0 0.2
H 10.30546 10.97869 -10.20213 -0.1 0.2 -0.2
H 12.95056 14.08005 -13.81166 -0.3 -0.3 0.6
H 12.39638 13.19466 -15.19206 0.1 -0.4 -0.1
H 13.43446 12.35508 -13.96337 -0.1 0.1 -0.1
O 16.56437 9.21956 -2.68930 -0.2 -1.0 -1.5
S 16.19972 8.08311 -3.51733 0.0 -1.0 -0.2
O 14.83355 7.90225 -4.01128 2.4 0.5 0.5
O 17.21207 7.91385 -4.89706 -2.0 0.9 1.9
C 18.57696 8.29315 -4.77263 1.4 0.4 0.4
C 19.19159 8.69992 -6.09023 0.2 -1.0 -1.0
C 16.70495 6.56499 -2.61029 -0.3 0.3 -0.8
H 19.14244 7.43089 -4.41929 0.0 -0.3 0.0
H 18.82540 9.05570 -4.03445 -1.0 0.3 0.2
H 19.27958 7.78202 -6.67143 0.0 0.0 -0.3
H 20.21973 9.03979 -5.96564 -0.1 0.1 0.3
H 18.69331 9.40618 -6.75430 -0.4 0.2 0.6
H 16.28131 6.52331 -1.60685 -0.1 0.4 -0.2
H 17.79349 6.52687 -2.56872 -0.1 0.2 0.0
H 16.32264 5.72353 -3.18812 0.1 0.1 -0.1
O 16.06552 7.72240 -16.43027 -1.9 0.0 3.9
S 15.34044 7.85136 -15.11933 0.8 -0.7 -2.0
O 13.87958 7.71010 -15.08572 2.2 0.4 0.1
O 15.95718 6.72308 -14.03489 -0.7 1.9 -1.3
C 15.22359 6.56722 -12.76764 0.2 -0.9 -0.3
C 16.26745 6.12999 -11.76684 -0.4 0.1 -0.1
C 15.88502 9.42674 -14.32570 -0.7 -0.9 0.1
H 14.51706 5.76216 -12.96957 -0.2 0.1 0.2
H 14.66427 7.42568 -12.39572 0.2 0.4 -0.6
H 16.61269 5.13185 -12.03635 0.3 0.1 0.1
H 15.80809 6.09149 -10.77910 0.1 0.0 0.1
H 17.07134 6.86610 -11.77086 0.2 -0.2 0.1
H 16.82886 9.81475 -14.70871 0.0 -0.6 -0.1
H 15.95128 9.16487 -13.26971 0.1 0.3 -0.1
H 15.09998 10.17046 -14.46237 -0.1 -0.2 -0.1
O 21.33213 4.43101 -9.66408 -1.3 -0.1 -0.2
S 19.98126 4.77954 -10.05322 -0.5 0.6 1.4
O 19.71271 5.05838 -11.43883 -0.4 -0.8 0.8
O 18.86731 3.65890 -9.46466 1.2 0.8 -0.4
C 19.15307 3.00638 -8.19308 1.2 -1.0 0.1
C 18.63279 1.57478 -8.20102 -0.4 0.9 -0.4
C 19.42680 6.18553 -9.05687 0.0 -0.1 0.2
H 18.72824 3.44216 -7.28881 -0.3 1.0 -0.5
H 20.23119 2.95669 -8.04052 0.1 0.3 -0.2
H 19.03659 1.00226 -9.03605 -0.2 0.0 0.0
H 17.55236 1.70814 -8.25584 -0.1 -0.7 -0.2
H 18.89579 1.10518 -7.25317 0.0 0.0 0.0
H 19.71939 7.15020 -9.47149 0.4 -0.3 -0.2
H 19.87691 6.04961 -8.07349 0.1 0.1 -0.1
H 18.34552 6.22399 -8.92480 -0.1 -0.5 -0.3
```
Forces are in eV/Å.